This record from the Open Molecules 2025 dataset describes 2 unconnected molecules or ions with the total composition C6H10O. The level of theory is ωB97M-V/def2-TZVPD.

Geometry as XYZ:
```
17
C6H10O | the Open Molecules 2025 dataset | ωB97M-V/def2-TZVPD
O -0.79697 1.45065 1.64612
C 0.04285 -0.80267 -0.14554
C -0.32091 -2.21923 0.20829
C -0.10708 1.26185 -1.17822
C -0.63817 0.02099 -1.15369
C 0.97727 -0.02986 0.44514
C 1.11709 1.26383 -0.29504
H 1.32104 2.15320 0.30754
H -0.40957 2.08329 -1.81699
H -1.02589 -2.64674 -0.51215
H -1.45882 -0.33366 -1.77082
H -1.15336 0.57108 1.80987
H 0.56580 -2.86276 0.22881
H -0.83721 1.52073 0.67143
H -0.78604 -2.28053 1.19918
H 1.96629 1.12031 -0.98193
H 1.54369 -0.27049 1.33796
```

- Orbital gap: 9.348 eV
- SMILES: CC1=CCC=C1.O
- LUMO level: 0.9 eV
- Energy relative to the best compared isomer or geometry (same formula, charge and spin): 0.885 eV
- Net charge: 0